DFT (ωB97M-V/def2-TZVPD) results for the molecule C26H32FN5O.

Last column: natural (NBO) charge in e.
Atoms and positions in Å:
C (0.02, 0.30, -4.87)  -0.596
C (-0.42, 1.70, -4.41)  -0.442
C (-0.92, 1.64, -3.00)  0.216
N (-0.03, 1.92, -2.07)  -0.412
C (-0.41, 1.83, -0.78)  0.180
C (0.50, 2.16, 0.25)  -0.209
C (0.12, 2.03, 1.55)  -0.206
C (-1.17, 1.59, 1.90)  -0.130
C (-1.55, 1.39, 3.33)  0.656
O (-2.64, 1.69, 3.79)  -0.622
N (-0.55, 0.82, 4.05)  -0.644
C (-0.75, 0.30, 5.38)  -0.225
C (-0.73, -1.23, 5.39)  -0.411
C (0.60, -1.80, 4.87)  -0.213
N (0.83, -1.48, 3.47)  -0.471
C (2.22, -1.52, 3.08)  -0.218
C (2.37, -0.95, 1.66)  -0.225
N (1.59, -1.74, 0.74)  -0.472
C (1.89, -1.70, -0.62)  0.246
C (1.36, -2.67, -1.47)  -0.237
C (1.70, -2.72, -2.81)  -0.267
C (2.58, -1.77, -3.31)  0.356
F (2.92, -1.82, -4.62)  -0.332
C (3.11, -0.79, -2.50)  -0.253
C (2.76, -0.75, -1.16)  -0.276
C (0.19, -1.79, 1.14)  -0.213
C (0.07, -2.33, 2.56)  -0.231
C (-2.09, 1.32, 0.92)  -0.153
C (-1.73, 1.43, -0.44)  0.091
N (-2.62, 1.16, -1.41)  -0.386
C (-2.25, 1.27, -2.66)  0.211
C (-3.32, 1.05, -3.68)  -0.441
C (-4.00, 2.38, -4.03)  -0.595
H (0.80, -0.07, -4.21)  0.218
H (0.40, 0.34, -5.89)  0.215
H (-0.81, -0.40, -4.84)  0.199
H (-1.19, 2.08, -5.08)  0.207
H (0.44, 2.36, -4.44)  0.231
H (1.48, 2.50, -0.04)  0.224
H (0.81, 2.30, 2.35)  0.223
H (0.19, 0.35, 3.55)  0.430
H (-1.71, 0.68, 5.75)  0.238
H (0.05, 0.68, 6.03)  0.185
H (-1.56, -1.59, 4.78)  0.205
H (-0.88, -1.58, 6.41)  0.217
H (1.41, -1.36, 5.45)  0.197
H (0.61, -2.89, 5.04)  0.179
H (2.80, -0.90, 3.77)  0.203
H (2.62, -2.54, 3.09)  0.175
H (3.42, -1.00, 1.38)  0.215
H (2.04, 0.11, 1.66)  0.181
H (0.70, -3.43, -1.07)  0.212
H (1.30, -3.48, -3.46)  0.229
H (3.78, -0.05, -2.92)  0.229
H (3.17, 0.04, -0.55)  0.217
H (-0.37, -2.42, 0.45)  0.212
H (-0.24, -0.78, 1.10)  0.187
H (-0.98, -2.31, 2.85)  0.209
H (0.43, -3.37, 2.59)  0.175
H (-3.09, 1.01, 1.17)  0.242
H (-2.92, 0.59, -4.59)  0.208
H (-4.07, 0.38, -3.25)  0.231
H (-4.44, 2.82, -3.14)  0.216
H (-4.78, 2.22, -4.77)  0.213
H (-3.28, 3.09, -4.44)  0.201

Summary:
* HOMO energy: -7.95 eV
* electronic energy: -1458.8842 Eh
* F_max: 0.72 eV/A
* net charge: 0
* SMILES: CCc1nc2ccc(C(=O)NCCCN3CCN(c4ccc(F)cc4)CC3)cc2nc1CC

DFT (ωB97M-V/def2-TZVPD) results for C26H32IrO2PS2 as an isolated structure.

Last column: Mulliken spin population.
Atoms and positions in Å:
Ir (0.33, 0.61, 1.56)  0.829
C (-0.09, -1.49, 3.96)  0.001
O (0.64, -0.33, 3.53)  0.012
C (0.75, 0.69, 4.56)  -0.002
C (-0.40, 1.66, 4.44)  0.003
O (-0.33, 2.35, 3.20)  0.025
C (0.33, 3.62, 3.25)  0.005
H (0.46, -1.95, 4.78)  -0.001
H (-0.12, -2.17, 3.11)  0.002
H (-1.10, -1.23, 4.28)  0.000
H (1.71, 1.18, 4.37)  0.000
H (0.78, 0.20, 5.53)  0.000
H (-0.43, 2.36, 5.28)  0.002
H (-1.34, 1.10, 4.43)  -0.008
H (-0.26, 4.31, 3.87)  0.000
H (0.37, 3.99, 2.23)  -0.001
H (1.34, 3.53, 3.65)  0.000
S (2.78, -0.75, 0.98)  0.216
P (2.30, 0.30, -0.60)  -0.038
S (1.31, 2.01, 0.07)  0.005
C (1.16, -0.56, -1.70)  0.003
C (1.22, -1.95, -1.78)  -0.006
C (0.40, -2.63, -2.67)  0.004
C (-0.47, -1.92, -3.50)  0.000
C (-0.52, -0.54, -3.42)  0.001
C (0.29, 0.15, -2.53)  -0.002
C (3.62, 0.91, -1.66)  -0.011
C (4.56, 1.77, -1.09)  0.002
C (5.59, 2.28, -1.86)  -0.001
C (5.69, 1.92, -3.20)  0.002
C (4.77, 1.05, -3.76)  0.000
C (3.73, 0.55, -3.00)  0.001
H (1.89, -2.50, -1.13)  0.001
H (0.44, -3.71, -2.73)  0.000
H (-1.11, -2.45, -4.19)  0.000
H (-1.20, 0.01, -4.07)  0.000
H (0.25, 1.23, -2.48)  -0.002
H (4.49, 2.04, -0.04)  0.000
H (6.32, 2.95, -1.42)  0.000
H (6.50, 2.31, -3.80)  0.000
H (4.86, 0.77, -4.80)  0.000
H (3.01, -0.13, -3.44)  0.000
C (-2.68, 1.25, 0.41)  -0.014
C (-2.33, -0.24, 0.55)  0.036
C (-2.89, -0.72, 1.91)  0.006
C (-0.83, -0.39, 0.61)  0.015
C (-2.88, -1.10, -0.58)  -0.006
C (-2.74, -2.49, -0.53)  0.001
C (-3.21, -3.30, -1.54)  0.000
C (-3.86, -2.74, -2.63)  0.001
C (-4.01, -1.37, -2.70)  0.000
C (-3.52, -0.55, -1.69)  0.003
H (-2.25, 1.81, 1.24)  -0.025
H (-3.76, 1.39, 0.43)  0.002
H (-2.29, 1.67, -0.51)  0.005
H (-2.50, -0.10, 2.71)  0.001
H (-2.65, -1.76, 2.12)  0.000
H (-3.98, -0.63, 1.89)  -0.001
H (-0.39, -1.19, 0.01)  -0.067
H (-2.23, -2.95, 0.32)  -0.001
H (-3.09, -4.38, -1.47)  0.000
H (-4.24, -3.38, -3.42)  0.000
H (-4.52, -0.92, -3.55)  0.000
H (-3.65, 0.52, -1.77)  0.000

Summary:
* HOMO energy (spin up / spin down): -10.50 / -11.25 eV
* electronic energy: -2402.2162 Eh
* F_max: 1.60 eV/A
* net charge: +1
* energy above the lowest of the compared OMol25 structures with the same formula, charge and spin: 28.0 kcal per mole
* spin multiplicity: 2

DFT (ωB97M-V/def2-TZVPD) results for a 2-piece molecular cluster, C26H32N2O4 overall.

Last column: natural (NBO) charge in e.
Atoms and positions in Å:
C (-6.32, -0.41, 4.24)  -0.391
N (-6.20, 0.00, 2.85)  -0.494
C (-7.46, 0.18, 2.13)  -0.390
C (-4.92, 0.17, 2.21)  0.129
C (-4.29, -0.91, 1.59)  -0.215
C (-3.05, -0.76, 1.01)  -0.247
C (-2.42, 0.48, 1.02)  0.091
C (-1.06, 0.63, 0.41)  -0.435
C (0.02, 0.35, 1.38)  -0.490
C (0.53, 1.41, 2.17)  0.750
O (0.03, 2.54, 2.06)  -0.684
O (1.56, 1.14, 3.04)  -0.534
C (2.26, -0.10, 2.80)  0.539
C (3.16, 0.07, 1.57)  -0.667
C (3.10, -0.41, 4.04)  -0.626
O (1.38, -1.24, 2.57)  -0.539
C (0.38, -1.01, 1.65)  0.742
O (-0.22, -1.92, 1.07)  -0.718
C (-3.03, 1.54, 1.66)  -0.246
C (-4.26, 1.40, 2.25)  -0.213
H (-5.33, -0.54, 4.68)  0.212
H (-6.86, 0.35, 4.80)  0.172
H (-6.86, -1.35, 4.31)  0.170
H (-7.27, 0.47, 1.10)  0.207
H (-8.03, -0.74, 2.15)  0.170
H (-8.04, 0.96, 2.61)  0.172
H (-4.78, -1.87, 1.60)  0.205
H (-2.53, -1.60, 0.60)  0.231
H (-0.96, -0.05, -0.45)  0.183
H (-0.94, 1.65, 0.03)  0.217
H (2.57, 0.30, 0.69)  0.213
H (3.87, 0.88, 1.72)  0.216
H (3.72, -0.85, 1.37)  0.207
H (2.44, -0.51, 4.89)  0.230
H (3.66, -1.33, 3.90)  0.214
H (3.80, 0.41, 4.23)  0.218
H (-2.49, 2.47, 1.74)  0.233
H (-4.73, 2.22, 2.76)  0.207
C (2.40, 1.50, -5.70)  -0.420
C (1.81, 2.72, -4.97)  -0.414
C (1.40, 2.20, -3.59)  -0.230
N (2.24, 1.00, -3.31)  -0.310
C (1.96, 0.13, -2.28)  0.280
C (2.70, -1.04, -2.01)  -0.126
C (4.08, -1.12, -2.32)  -0.145
C (4.78, -2.28, -2.14)  -0.233
C (4.14, -3.42, -1.66)  -0.122
C (2.80, -3.36, -1.31)  -0.206
C (2.09, -2.19, -1.45)  -0.121
C (2.86, 0.54, -4.59)  -0.226
H (1.64, 1.02, -6.33)  0.221
H (3.22, 1.76, -6.38)  0.235
H (2.56, 3.51, -4.88)  0.220
H (0.97, 3.16, -5.52)  0.240
H (1.54, 2.94, -2.80)  0.239
H (0.35, 1.90, -3.57)  0.218
H (1.02, 0.28, -1.77)  0.247
H (4.58, -0.24, -2.65)  0.212
H (5.83, -2.32, -2.37)  0.228
H (4.69, -4.34, -1.55)  0.227
H (2.31, -4.25, -0.94)  0.241
H (1.07, -2.14, -1.14)  0.267
H (2.54, -0.49, -4.77)  0.226
H (3.94, 0.52, -4.49)  0.215

Summary:
* HOMO energy: -6.15 eV
* electronic energy: -1420.3259 Eh
* F_max: 3.49 eV/A
* net charge: 0
* energy above the lowest of the compared OMol25 structures with the same formula, charge and spin: 90.2 kcal per mole

DFT (ωB97M-V/def2-TZVPD) results for the molecule C26H32N2O7.

Last column: natural (NBO) charge in e.
Atoms and positions in Å:
C (2.48, 4.74, -1.48)  -0.253
O (1.41, 4.37, -0.65)  -0.494
C (0.87, 3.13, -0.80)  0.310
C (-0.16, 2.80, 0.08)  -0.274
C (-0.75, 1.56, 0.04)  -0.144
C (-0.34, 0.60, -0.89)  -0.073
C (-0.89, -0.80, -0.95)  -0.042
C (-2.17, -1.02, -0.13)  -0.312
C (-3.26, -0.10, -0.70)  0.710
O (-3.25, 0.25, -1.86)  -0.636
N (-4.23, 0.30, 0.15)  -0.450
C (-4.52, -0.19, 1.49)  -0.243
C (-5.86, -0.92, 1.47)  -0.075
O (-6.90, -0.09, 1.00)  -0.520
C (-6.62, 0.37, -0.30)  -0.078
C (-5.30, 1.14, -0.35)  -0.259
C (-2.64, -2.49, -0.23)  -0.387
C (-1.64, -3.35, -1.00)  -0.499
C (-0.22, -3.10, -0.53)  0.687
O (0.53, -3.98, -0.17)  -0.608
N (0.11, -1.78, -0.52)  -0.493
C (1.43, -1.39, -0.18)  0.274
C (2.49, -1.86, -0.92)  -0.281
C (3.80, -1.48, -0.62)  0.288
O (4.73, -2.02, -1.45)  -0.493
C (6.11, -1.87, -1.22)  -0.238
C (4.03, -0.57, 0.42)  0.137
O (5.31, -0.10, 0.69)  -0.525
C (5.82, -0.40, 1.98)  -0.251
C (2.93, -0.08, 1.16)  0.350
O (3.22, 0.83, 2.13)  -0.515
C (2.16, 1.47, 2.79)  -0.254
C (1.64, -0.51, 0.88)  -0.379
C (0.66, 0.95, -1.78)  -0.153
C (1.27, 2.19, -1.75)  -0.300
H (2.18, 4.76, -2.54)  0.176
H (3.34, 4.07, -1.36)  0.180
H (2.76, 5.75, -1.17)  0.200
H (-0.48, 3.54, 0.79)  0.221
H (-1.54, 1.34, 0.74)  0.199
H (-1.13, -1.00, -2.01)  0.226
H (-1.95, -0.77, 0.91)  0.216
H (-3.74, -0.86, 1.84)  0.215
H (-4.59, 0.67, 2.16)  0.200
H (-6.15, -1.22, 2.49)  0.199
H (-5.78, -1.82, 0.84)  0.163
H (-7.46, 1.01, -0.58)  0.200
H (-6.57, -0.48, -1.00)  0.168
H (-5.06, 1.43, -1.37)  0.255
H (-5.38, 2.03, 0.29)  0.196
H (-3.60, -2.54, -0.74)  0.218
H (-2.76, -2.90, 0.77)  0.212
H (-1.86, -4.41, -0.87)  0.243
H (-1.69, -3.13, -2.07)  0.225
H (2.34, -2.55, -1.73)  0.233
H (6.59, -2.43, -2.02)  0.188
H (6.41, -2.29, -0.25)  0.172
H (6.42, -0.82, -1.26)  0.190
H (5.79, -1.48, 2.17)  0.169
H (6.85, -0.05, 1.97)  0.189
H (5.26, 0.11, 2.76)  0.195
H (1.59, 0.77, 3.41)  0.172
H (2.62, 2.22, 3.44)  0.198
H (1.49, 1.97, 2.08)  0.189
H (0.81, -0.17, 1.46)  0.225
H (0.98, 0.24, -2.52)  0.218
H (2.05, 2.41, -2.46)  0.223

Summary:
* HOMO energy: -8.06 eV
* electronic energy: -1646.1064 Eh
* F_max: 0.75 eV/A
* net charge: 0
* energy above the lowest of the compared OMol25 structures with the same formula, charge and spin: 4.9 kcal per mole
* SMILES: COc1ccc([C@@H]2[C@@H](C(=O)N3CCOCC3)CCC(=O)N2c2cc(OC)c(OC)c(OC)c2)cc1